2 unconnected molecules or ions with the total composition Br2H2Si in a non-equilibrium geometry, computed with wB97M-V/def2-TZVPD.

Results
**Spin multiplicity**: 1
**Highest occupied orbital energy (spin up / spin down)**: -10.85 / -8.32 eV
**Energy**: -5438.63077 a.u.
**ΔE to the lowest compared entry with this formula, charge and spin**: 95.7 kcal per mole
**LUMO energy (spin up / spin down)**: -1.3 / -3.6 eV
**Orbital gap (spin up / spin down)**: 9.5 / 4.7 eV

```
5
Properties=species:S:1:pos:R:3:forces:R:3
Si -1.15936 -0.18861 -0.84570 1.22 -0.84 2.99
Br 1.00879 -0.12879 0.05710 -1.35 0.14 -0.75
Br 3.46825 -0.37566 3.25384 -0.03 0.00 -0.03
H -2.02711 0.81047 -0.26089 -0.11 0.52 0.41
H -1.29057 -0.11741 -2.20434 0.27 0.19 -2.62
```
Positions in Å, forces in eV/Å.

Mulliken atomic charge list, values in e, 2 entries:
1 Si 0.275
2 Br -0.167

A molecular structure, Br2H6O3Zn in a non-equilibrium geometry, computed with wB97M-V/def2-TZVPD.

Results
**Spin multiplicity**: 1
**Highest occupied orbital energy**: -8.25 eV
**Energy**: -7156.76819 a.u.
**ΔE to the lowest compared entry with this formula, charge and spin**: 0.0 kcal per mole
**LUMO energy**: -0.8 eV
**Orbital gap**: 7.4 eV

```
12
Properties=species:S:1:pos:R:3:forces:R:3
Zn 0.48358 0.21690 0.69919 2.08 -0.27 0.95
Br 0.95557 -1.36812 2.52627 -0.54 0.47 -0.36
Br 2.73331 1.46610 0.58793 -0.89 -0.22 -0.15
O -0.35090 1.63706 -0.55246 -0.89 0.10 -0.24
H 0.02036 2.36634 -1.05996 0.52 -0.03 0.22
H -1.30782 1.73876 -0.57538 -0.06 0.06 0.05
O -1.55267 -0.60091 0.61574 -0.54 0.21 -0.21
H -2.18799 -0.80409 -0.07771 -0.01 0.00 -0.07
H -1.94080 -0.92152 1.43867 0.34 -0.13 0.19
O 0.95823 -0.99469 -0.92350 -0.17 -0.32 -0.68
H 0.35665 -1.38855 -1.56051 -0.06 -0.06 0.02
H 1.83248 -1.34730 -1.11828 0.21 0.19 0.28
```
Positions in Å, forces in eV/Å.

Mulliken atomic charge list, values in e, 2 entries:
1 Zn 0.643
2 Br -0.496

2 unconnected molecules or ions with the total composition Br2HOP in a non-equilibrium geometry, computed with wB97M-V/def2-TZVPD.

Results
**Spin multiplicity**: 1
**SMILES**: O=PBr.Br
**Highest occupied orbital energy**: -10.61 eV
**Energy**: -5565.24601 a.u.
**ΔE to the lowest compared entry with this formula, charge and spin**: 25.6 kcal per mole
**LUMO energy**: -1.1 eV
**Orbital gap**: 9.5 eV

```
5
Properties=species:S:1:pos:R:3:forces:R:3
O 2.02691 1.05454 0.43747 -0.73 1.63 0.98
P 2.62241 0.10817 -0.46049 0.64 -1.17 -0.94
Br 2.37764 -1.86278 0.52320 0.08 -0.46 -0.04
Br -3.57067 -0.31534 0.09010 0.14 1.55 -0.80
H -3.45630 1.01541 -0.59028 -0.13 -1.55 0.80
```
Positions in Å, forces in eV/Å.

Mulliken atomic charge list, values in e, 2 entries:
1 O -0.325
2 P 0.476

A molecular structure, Br2O3PS in a non-equilibrium geometry, computed with wB97M-V/def2-TZVPD.

Results
**Spin multiplicity**: 1
**Highest occupied orbital energy**: -5.53 eV
**Energy**: -6113.44632 a.u.
**Charge**: -1
**ΔE to the lowest compared entry with this formula, charge and spin**: 0.0 kcal per mole
**LUMO energy**: 2.9 eV
**Orbital gap**: 8.4 eV

```
7
Properties=species:S:1:pos:R:3:forces:R:3
O -0.19072 -0.48791 -0.75795 -1.08 0.08 0.42
O 2.26524 -1.27476 -0.00936 0.55 -0.94 0.86
O -0.97059 -0.25869 1.56145 0.09 -0.38 0.42
P 1.67916 -0.37148 -0.98209 -0.83 0.42 -1.05
S -1.00038 0.37300 0.27799 0.79 0.21 -0.52
Br -3.40315 0.30059 -0.17704 -0.12 -0.34 -0.41
Br 1.62044 1.71926 0.08701 0.60 0.95 0.28
```
Positions in Å, forces in eV/Å.

Mulliken atomic charge list, values in e, 2 entries:
1 O -0.290
2 O -0.447